Record 1
{"formula": "C3H2Br2P2", "method": "wB97M-V/def2-TZVPD", "homo_energy_ha": [-0.303, -0.306], "e_above_lowest_kcal_mol": 145.3, "homo_lumo_gap_ev": [6.35, 6.36], "total_charge": 0, "elements": ["Br", "Br", "P", "P", "C", "C", "C", "H", "H"], "positions_angstrom": [[-1.400, -1.729, -2.356], [-1.702, 1.835, -1.631], [0.352, -1.936, 0.098], [1.324, -0.290, 0.993], [0.565, 1.201, 1.273], [-0.874, 0.475, -0.717], [-0.481, -0.761, -0.986], [1.245, -0.892, 2.221], [0.970, 2.098, 1.104]], "atomic_forces_ev_per_a": [[-0.189, -0.047, -0.582], [-0.086, -0.415, -0.062], [0.769, 1.819, -0.202], [-1.265, -0.805, 0.128], [-2.570, -4.637, -1.844], [2.530, 1.576, 2.089], [-1.215, -0.735, 0.150], [0.877, -0.469, 1.228], [1.150, 3.712, -0.905]]}



Record 2
{"formula": "C3H4N2S3", "method": "wB97M-V/def2-TZVPD", "smiles": "CSc1ns[nH]c1=S", "homo_energy_ha": -0.308, "e_above_lowest_kcal_mol": 30.1, "homo_lumo_gap_ev": 8.68, "total_charge": 0, "elements": ["S", "S", "S", "N", "N", "C", "C", "C", "H", "H", "H", "H"], "positions_angstrom": [[-0.747, -1.471, 0.119], [2.781, -1.696, -0.045], [1.145, 2.234, 0.108], [2.394, 0.953, 0.033], [-0.128, 1.176, 0.049], [-2.418, -0.665, 0.048], [0.178, -0.057, 0.049], [1.988, -0.287, 0.045], [3.151, 1.287, -0.513], [-2.430, 0.034, 0.919], [-3.280, -1.398, 0.079], [-2.634, -0.110, -0.891]], "atomic_forces_ev_per_a": [[-1.450, -0.146, -0.482], [-0.098, 0.038, -0.013], [0.426, -1.159, -0.140], [-1.092, 2.334, 0.268], [-0.226, -0.445, 0.019], [-0.807, 0.119, 0.166], [3.939, 0.551, 0.427], [-3.671, -0.696, -0.307], [1.137, -0.241, -0.161], [-0.341, -0.575, -0.801], [1.386, 0.424, 0.449], [0.798, -0.203, 0.573]]}



Which formula does entry 2 have?
C3H4N2S3



What is the formula in the second record?
C3H4N2S3